# C27H23AuGeN13

A molecular structure, C27H23AuGeN13 in a non-equilibrium geometry (ωB97M-V/def2-TZVPD, the OMol25 dataset).

Geometry as ORCA input:
```
! wB97M-V def2-TZVPD RIJCOSX def2/J DEFGRID3
* xyz -1 1
Au 0.322 -0.404 0.119
Ge 1.951 0.641 -2.882
N 0.655 3.723 1.406
N -0.951 -0.774 -2.496
N -1.068 -0.879 -1.161
N 3.104 1.843 1.989
N -2.055 -1.110 -3.032
N -0.308 1.906 0.540
N -2.894 -1.553 0.259
N -2.955 -1.444 -2.113
N -0.875 -0.803 2.967
N -1.960 -1.153 3.532
N 1.731 0.170 1.375
N -2.892 -1.479 2.635
N -1.030 -0.878 1.635
C -0.523 3.432 -4.910
C -0.666 4.453 -3.987
C 1.678 -0.446 -1.330
C 1.318 -1.858 -6.262
C 2.952 -0.347 1.695
C 3.803 0.641 2.047
C 0.773 2.162 -3.324
C 6.089 2.911 -1.940
C 0.637 3.200 -2.414
C 2.214 -0.411 -4.557
C 3.546 -1.007 -6.474
C -0.596 4.083 0.935
C -2.297 -1.302 1.465
C 3.700 1.585 -2.539
C -2.334 -1.293 -0.950
C 5.120 3.533 -2.709
C 3.941 2.871 -3.004
C 1.839 1.528 1.502
C 1.176 -1.186 -5.061
C 2.505 -1.771 -6.972
C 0.785 2.369 1.177
C 3.400 -0.333 -5.274
C 5.872 1.623 -1.478
C -0.083 4.336 -2.735
C 4.685 0.975 -1.772
C 0.191 2.294 -4.576
C -1.148 2.957 0.408
H 7.013 3.423 -1.706
H -0.190 5.132 -2.011
H 3.187 3.361 -3.605
H 4.210 0.278 -4.892
H 4.811 0.606 2.406
H -0.957 5.089 1.003
H 0.308 1.498 -5.300
H -3.880 -1.758 0.271
H 3.558 2.716 1.767
H -2.105 2.839 -0.063
H -1.224 5.343 -4.244
H 1.290 4.311 1.914
H 6.630 1.125 -0.886
H 4.507 -0.025 -1.398
H 0.502 -2.453 -6.650
H 2.612 -2.286 -7.918
H 2.291 -1.344 -1.351
H 1.113 3.111 -1.446
H 0.250 -1.239 -4.505
H 4.475 -0.941 -7.024
H 3.123 -1.405 1.676
H -0.968 3.528 -5.892
H 5.287 4.538 -3.077
*
```

Computed properties:
E_HOMO (alpha / beta)	-3.2 / -2.1	eV
energy relative to the best compared isomer or geometry (same formula, charge and spin)	2.257	eV
HOMO-LUMO gap (alpha / beta)	5.248 / 3.781	eV
DFT total energy	-107948.273	eV



# C27H23Cl2N4O6PPtSe

A molecular structure, C27H23Cl2N4O6PPtSe in a non-equilibrium geometry (ωB97M-V/def2-TZVPD, the OMol25 dataset).

Geometry as ORCA input:
```
! wB97M-V def2-TZVPD RIJCOSX def2/J DEFGRID3
* xyz 0 3
Pt -0.244 1.102 -0.287
Se -2.976 2.359 -1.888
Cl -0.963 -7.544 -0.183
Cl 5.595 1.727 -1.005
P -0.501 2.137 1.812
O -0.393 3.104 -1.109
O 3.269 5.744 -0.904
O 5.241 4.666 -0.715
O 0.099 -0.910 0.557
O -0.518 -0.976 -1.577
O 0.726 5.082 -1.247
N -2.277 1.133 -0.596
N 2.940 1.085 -0.974
N 1.690 1.680 -1.051
N -4.674 1.623 -1.880
C -4.623 0.672 -0.955
C -0.970 -5.165 -1.471
C 0.662 3.830 -1.153
C 0.026 -3.786 0.740
C -4.561 -1.314 1.046
C -3.379 -0.637 0.813
C -0.304 -3.075 -0.440
C -0.671 -5.824 -0.279
C -0.145 -5.157 0.830
C 3.185 -0.313 -1.111
C 4.066 -0.985 -0.231
C -5.799 -0.137 -0.681
C 0.292 1.151 3.135
C 2.642 -2.412 -2.176
C -3.298 0.382 -0.185
C -0.244 -1.587 -0.490
C -2.221 2.307 2.424
C 0.135 3.847 2.073
C 3.904 2.061 -0.981
C -5.746 -1.108 0.288
C 4.216 -2.363 -0.332
C 4.004 4.645 -0.849
C -0.777 -3.801 -1.553
C 3.285 3.347 -0.999
C 2.476 -1.037 -2.077
C 3.514 -3.063 -1.315
C 1.895 3.013 -1.083
H -2.820 2.876 1.710
H 2.037 -2.983 -2.872
H -4.589 -2.046 1.838
H 1.195 3.880 1.831
H 3.634 -4.131 -1.368
H 4.589 -0.419 0.535
H -1.015 -3.270 -2.462
H 0.432 -3.225 1.572
H 0.112 -5.736 1.719
H 4.888 -2.907 0.298
H -2.187 2.857 3.373
H 1.369 1.138 2.979
H -6.697 0.045 -1.270
H -2.494 -0.892 1.380
H -0.099 0.125 3.100
H 1.786 -0.521 -2.730
H 2.270 5.515 -1.042
H -6.611 -1.714 0.534
H 0.065 1.627 4.104
H -1.357 -5.742 -2.293
H 0.002 4.154 3.117
H -2.688 1.326 2.609
H -0.400 4.537 1.401
*
```

Computed properties:
E_HOMO (alpha / beta)	-7.3 / -9.2	eV
energy relative to the best compared isomer or geometry (same formula, charge and spin)	0.000	eV
HOMO-LUMO gap (alpha / beta)	5.620 / 7.540	eV
DFT total energy	-149544.127	eV



# C27H23ClGeN2O3W

A molecular structure, C27H23ClGeN2O3W (ωB97M-V/def2-TZVPD, the OMol25 dataset).

Geometry as ORCA input:
```
! wB97M-V def2-TZVPD RIJCOSX def2/J DEFGRID3
* xyz 2 1
W -1.313 -0.240 -1.014
Ge -0.827 -2.451 0.236
Cl -2.086 1.839 -2.575
O 3.702 -0.194 -3.568
O -0.372 -0.835 -2.495
O -1.526 0.832 0.445
N 1.522 0.286 -2.004
N 0.680 0.660 -0.971
C -3.478 -3.165 -3.031
C -4.693 -2.682 -2.530
C 1.229 -2.552 -5.907
C -1.372 -2.570 2.070
C -2.155 -3.646 2.490
C -3.037 0.412 -2.094
C -2.327 -3.036 -2.287
C -2.156 -2.754 4.723
C 1.113 2.895 1.894
C -0.979 -1.590 2.982
C -1.543 2.198 2.388
C -2.546 -3.732 3.818
C 0.700 -1.947 -4.803
C 3.392 -1.577 -5.415
C -3.598 -1.952 -0.527
C 1.504 -1.136 -3.968
C -0.873 1.693 1.300
C 2.588 -2.364 -6.205
C 0.456 3.416 2.996
C -1.373 -1.686 4.309
C 0.457 2.021 1.025
C 1.166 1.494 -0.113
C -4.754 -2.064 -1.292
C 0.932 -0.525 -2.813
C 2.867 -0.943 -4.289
C -2.366 -2.467 -0.993
C -0.867 3.067 3.239
H -1.382 3.477 4.096
H -2.458 -4.417 1.792
H -5.595 -2.794 -3.118
H -1.386 -3.408 -2.675
H 3.241 0.223 -2.821
H -0.348 -2.068 -4.564
H 0.334 -3.226 -0.373
H 0.969 4.093 3.663
H 2.143 3.161 1.693
H 0.612 -3.165 -6.548
H -2.459 -2.829 5.759
H -3.664 -1.523 0.471
H -3.148 -4.568 4.145
H -5.695 -1.685 -0.915
H -3.911 0.723 -1.530
H -1.060 -0.933 5.021
H -3.305 -0.180 -2.966
H 4.438 -1.425 -5.643
H -3.449 -3.652 -3.997
H -0.352 -0.761 2.671
H 2.193 1.810 -0.275
H 3.013 -2.843 -7.077
H -2.573 1.918 2.563
*
```

Computed properties:
E_HOMO	-13.7	eV
energy relative to the best compared isomer or geometry (same formula, charge and spin)	0.000	eV
HOMO-LUMO gap	5.710	eV
DFT total energy	-108343.314	eV



# C27H23N4O4ReS

A molecular structure, C27H23N4O4ReS in a non-equilibrium geometry (ωB97M-V/def2-TZVPD, the OMol25 dataset).

Geometry as ORCA input:
```
! wB97M-V def2-TZVPD RIJCOSX def2/J DEFGRID3
* xyz 1 2
Re 0.803 0.507 0.021
S -1.712 -1.844 1.371
O -0.739 -1.281 -3.342
O -0.193 2.217 -0.603
O -0.547 -0.313 -1.348
O 1.694 -1.359 0.146
N 1.940 0.389 -1.782
N 2.230 0.927 1.539
N -0.383 0.929 1.748
N -4.216 -1.418 1.988
C -3.559 2.991 -1.612
C 1.648 1.713 2.613
C 3.931 0.447 -3.075
C -3.762 -1.195 -0.326
C 4.668 -3.354 0.178
C 3.187 0.814 -1.969
C -3.650 1.986 0.558
C 5.111 -1.349 1.412
C -4.304 2.516 -0.527
C -2.257 1.844 0.564
C -0.106 -0.720 -2.475
C -1.482 2.296 -0.557
C -5.089 -0.964 -0.545
C -3.294 -1.454 0.983
C 3.815 -0.872 1.143
C 5.534 -2.570 0.952
C 3.396 -2.932 -0.099
C 2.066 -0.837 -3.827
C -2.189 2.918 -1.614
C -6.001 -0.939 0.534
C 3.325 0.285 1.811
C 0.371 0.932 2.983
C 2.914 -1.686 0.376
C -5.529 -1.169 1.789
C -1.571 1.422 1.740
C 3.381 -0.431 -4.000
C 1.375 -0.388 -2.713
H 0.627 -0.097 3.257
H -4.201 1.652 1.426
H -3.877 -1.640 2.917
H 1.572 -1.496 -4.525
H 3.881 0.587 2.702
H 4.929 0.834 -3.211
H 5.768 -0.734 2.008
H -0.176 1.416 3.798
H 5.007 -4.312 -0.184
H -3.042 -1.209 -1.130
H -5.380 2.587 -0.535
H -5.452 -0.814 -1.550
H 1.370 2.701 2.233
H -6.156 -1.170 2.667
H 2.324 1.819 3.465
H -7.048 -0.753 0.368
H 3.970 -0.780 -4.835
H -2.056 1.619 2.697
H 3.588 1.474 -1.209
H -4.073 3.420 -2.460
H -1.616 3.302 -2.444
H 2.717 -3.531 -0.687
H 6.521 -2.930 1.193
*
```

Computed properties:
E_HOMO (alpha / beta)	-9.8 / -9.8	eV
energy relative to the best compared isomer or geometry (same formula, charge and spin)	1.397	eV
HOMO-LUMO gap (alpha / beta)	4.963 / 5.499	eV
DFT total energy	-55483.693	eV



# C27H23N4OS6Sc

A molecular structure, C27H23N4OS6Sc in a non-equilibrium geometry (ωB97M-V/def2-TZVPD, the OMol25 dataset).

Geometry as ORCA input:
```
! wB97M-V def2-TZVPD RIJCOSX def2/J DEFGRID3
* xyz 0 1
Sc 10.395 10.274 10.017
S 10.893 12.113 11.966
S 8.857 8.100 9.907
S 8.709 11.752 8.818
S 12.572 11.454 9.373
S 11.506 8.601 8.351
S 10.737 13.090 6.953
O 11.471 9.115 11.494
N 13.723 9.190 11.370
N 12.610 7.279 11.930
N 9.474 14.276 8.874
N 8.774 10.377 11.827
C 12.578 8.523 11.474
C 11.675 17.226 8.436
C 12.093 5.926 8.984
C 6.141 10.735 12.854
C 13.672 15.225 10.283
C 10.417 15.162 8.427
C 8.273 11.563 12.191
C 9.606 5.526 10.161
C 11.317 14.692 7.404
C 9.211 12.796 12.106
C 6.985 11.786 12.729
C 13.524 13.976 9.657
C 7.903 9.349 12.068
C 12.134 14.502 12.002
C 12.354 15.463 6.905
C 12.647 13.010 10.130
C 12.995 15.465 11.463
C 9.972 6.767 9.663
C 6.636 9.477 12.491
C 11.769 4.630 9.441
C 10.550 4.457 10.099
C 12.505 16.772 7.480
C 8.461 7.975 11.657
C 11.839 13.341 11.244
C 10.575 16.460 8.869
C 11.166 7.010 9.015
C 9.582 13.156 8.253
H 5.151 10.788 13.348
H 12.392 3.727 9.216
H 13.631 10.021 10.823
H 13.055 6.134 8.557
H 8.572 5.351 10.534
H 13.033 15.078 6.100
H 13.305 6.594 11.810
H 10.246 3.456 10.451
H 11.670 6.852 12.065
H 9.279 13.421 13.017
H 13.077 16.415 12.025
H 14.199 13.695 8.876
H 7.673 7.179 11.921
H 11.550 14.764 12.878
H 9.939 16.876 9.643
H 6.093 8.537 12.601
H 14.495 8.610 11.179
H 11.963 18.162 9.004
H 9.005 13.450 11.250
H 13.409 17.273 7.250
H 9.339 7.727 12.138
H 6.707 12.736 13.092
H 14.438 15.946 10.036
*
```

Computed properties:
E_HOMO	-7.2	eV
energy relative to the best compared isomer or geometry (same formula, charge and spin)	0.670	eV
HOMO-LUMO gap	6.921	eV
DFT total energy	-122097.906	eV



# C27H23N5O3S

A single C27H23N5O3S molecule in a non-equilibrium geometry (ωB97M-V/def2-TZVPD, the OMol25 dataset).

Geometry as ORCA input:
```
! wB97M-V def2-TZVPD RIJCOSX def2/J DEFGRID3
* xyz 0 1
S -0.839 -2.672 0.884
O -3.124 -0.409 2.402
O -4.020 -2.980 -1.305
O 3.897 2.813 -0.445
N 5.965 -2.186 0.407
N -1.810 -2.511 -1.523
N 1.635 -1.795 -1.027
N -4.304 -0.642 0.462
N 0.449 -2.095 -1.496
C -2.904 -2.895 -0.836
C -5.025 0.859 -1.245
C -4.194 3.052 0.215
C 1.641 2.289 1.264
C -5.182 2.131 -1.760
C 5.713 1.498 0.218
C -4.449 0.677 0.011
C 3.850 -2.181 -0.336
C -0.464 1.151 1.446
C 4.391 1.553 -0.263
C -4.037 1.784 0.745
C 1.504 2.342 -0.116
C -3.633 -1.100 1.549
C -4.764 3.233 -1.033
C 0.364 1.812 -0.707
C 0.665 1.690 2.039
C 4.302 -0.822 -0.239
C 2.592 2.950 -0.970
C -0.615 1.223 0.072
C -2.566 -3.215 0.612
C 4.908 -2.967 0.068
C 6.345 0.302 0.466
C 5.627 -0.866 0.238
C -3.572 -2.627 1.606
C -0.597 -2.386 -0.864
C 2.551 -2.628 -0.731
C 3.682 0.392 -0.511
H 2.386 -3.710 -0.766
H -2.575 -4.307 0.722
H -1.855 -2.295 -2.509
H 7.361 0.276 0.829
H 6.852 -2.520 0.745
H -3.280 -2.910 2.618
H 6.221 2.434 0.389
H 2.447 4.034 -1.044
H -5.345 -0.004 -1.813
H 0.786 1.640 3.111
H 2.526 2.705 1.724
H -1.218 0.674 2.052
H 4.965 -4.037 0.140
H -5.630 2.261 -2.734
H -4.884 4.227 -1.438
H 2.673 0.386 -0.880
H 0.251 1.851 -1.782
H -1.500 0.817 -0.398
H -3.595 1.650 1.717
H 2.548 2.527 -1.984
H -3.866 3.906 0.789
H -4.555 -3.048 1.382
H -4.695 -1.335 -0.166
*
```

Computed properties:
E_HOMO	-7.7	eV
energy relative to the best compared isomer or geometry (same formula, charge and spin)	0.000	eV
HOMO-LUMO gap	8.130	eV
SMILES	O=C(C[C@@H]1S/C(=N\N=C\c2c[nH]c3ccc(OCc4ccccc4)cc23)NC1=O)Nc1ccccc1
DFT total energy	-52801.104	eV



# C27H24BBrCl2F5FeN7O4S3

A molecular structure, C27H24BBrCl2F5FeN7O4S3 in a non-equilibrium geometry (ωB97M-V/def2-TZVPD, the OMol25 dataset).

Geometry as ORCA input:
```
! wB97M-V def2-TZVPD RIJCOSX def2/J DEFGRID3
* xyz -2 5
Br -1.962 7.571 0.895
Fe 0.296 0.122 0.167
Cl 2.825 0.476 4.377
Cl 5.192 0.106 2.694
S -1.093 -0.170 2.202
S -2.200 -0.780 -1.785
S 1.051 -2.213 -0.657
F 0.745 2.824 -2.853
F 2.897 2.741 -2.547
F 0.730 0.432 -2.471
F 2.771 0.434 -1.601
F 1.593 3.392 -0.950
O 2.061 0.410 1.475
O 3.219 2.324 1.077
O -1.057 1.929 -0.933
O 0.014 2.714 1.274
N -1.573 -3.473 -1.829
N -1.190 -2.416 -3.705
N 1.164 -3.630 1.666
N -3.153 4.460 -3.487
N -1.494 -2.072 4.241
N -0.719 -3.921 0.594
N -3.041 2.322 -2.851
C -0.924 4.931 1.082
C -1.690 5.784 0.291
C -2.753 3.638 -2.550
C -0.800 -3.728 -3.893
C -4.733 1.660 -6.081
C -4.777 3.001 -6.487
C -2.091 4.064 -1.315
C -0.765 -4.656 1.759
C 3.766 1.125 3.013
C 0.456 -3.258 0.565
C -3.677 2.316 -4.070
C 0.395 -4.490 2.422
C 0.636 3.091 2.497
C -4.182 1.296 -4.865
C 2.918 1.302 1.694
C -3.724 3.667 -4.458
C -1.655 -2.258 -2.420
C 1.718 2.490 -1.939
C -2.261 5.391 -0.888
C -1.322 3.203 -0.549
C -1.295 -1.337 3.359
C 1.549 1.041 -1.429
C -1.048 -4.366 -2.737
C -1.030 -1.360 -4.673
C -4.283 4.015 -5.687
C 2.474 -3.140 2.035
C -0.733 3.632 0.651
B -1.967 -3.924 -0.394
H -0.003 -0.993 -4.682
H -0.993 1.889 -1.897
H -0.109 3.416 3.226
H 1.381 3.872 2.320
H -0.469 5.294 1.989
H -2.290 -5.094 -0.499
H 1.123 2.195 2.869
H 3.241 -3.894 1.837
H 2.477 -2.888 3.090
H 0.721 -4.866 3.376
H -1.301 -1.724 -5.665
H -2.851 6.056 -1.500
H 2.687 -2.251 1.454
H 4.130 2.095 3.322
H -1.683 -0.548 -4.375
H -2.991 1.535 -2.206
H -4.317 5.052 -5.999
H -4.146 0.259 -4.552
H -5.134 0.894 -6.733
H -0.368 -4.070 -4.818
H -2.842 -3.235 0.057
H -0.876 -5.393 -2.463
H -1.639 -5.225 2.024
H -5.204 3.245 -7.453
*
```

Computed properties:
E_HOMO (alpha / beta)	-2.4 / -2.7	eV
energy relative to the best compared isomer or geometry (same formula, charge and spin)	0.869	eV
HOMO-LUMO gap (alpha / beta)	6.129 / 6.415	eV
DFT total energy	-223260.146	eV



> What is the formula in the fourth record?

C27H23N4O4ReS



> The highest energy relative to the best compared isomer or geometry (same formula, charge and spin) belongs to which entry?

C27H23AuGeN13



> Look up the DFT total energy of the first one.

-107948.273 eV